Record 1
# C60H150N10O20

A cluster of 10 separate species, C60H150N10O20 in total (ωB97M-V/def2-TZVPD, the Open Molecules 2025 dataset).

Each line ends with the Löwdin charge.
CARTESIAN COORDINATES (ANGSTROEM)
C (-1.731, -4.576, 6.576)  -0.104
O (-2.385, -5.181, 5.470)  -0.201
C (-2.358, -6.600, 5.489)  -0.231
C (-2.809, -7.212, 4.177)  -0.200
N (-1.818, -6.963, 3.107)  -0.070
C (-2.257, -7.511, 1.887)  -0.244
C (-1.171, -7.405, 0.812)  -0.246
O (-1.690, -7.882, -0.394)  -0.176
C (-0.660, -8.055, -1.371)  -0.086
H (-1.740, -3.477, 6.503)  0.092
H (-0.676, -4.967, 6.712)  0.094
H (-2.227, -4.845, 7.465)  0.061
H (-2.990, -7.063, 6.250)  0.123
H (-1.322, -6.962, 5.544)  0.125
H (-3.793, -6.821, 3.827)  0.128
H (-2.976, -8.252, 4.339)  0.108
H (-1.465, -5.996, 3.033)  0.113
H (-3.209, -7.076, 1.624)  0.109
H (-2.492, -8.559, 2.077)  0.125
H (-0.350, -7.941, 1.221)  0.111
H (-0.788, -6.391, 0.706)  0.100
H (-0.115, -7.105, -1.633)  0.075
H (-1.162, -8.449, -2.270)  0.091
H (-0.011, -8.879, -1.044)  0.090
C (-2.599, -4.196, 0.372)  -0.138
O (-3.221, -3.480, -0.629)  -0.185
C (-2.949, -2.047, -0.707)  -0.180
C (-3.433, -1.602, -2.057)  -0.226
N (-4.883, -1.569, -2.148)  -0.066
C (-5.395, -1.163, -3.436)  -0.206
C (-6.749, -0.466, -3.244)  -0.224
O (-7.685, -1.381, -2.638)  -0.187
C (-8.793, -0.579, -2.329)  -0.135
H (-2.589, -5.146, -0.053)  0.059
H (-3.233, -4.150, 1.283)  0.095
H (-1.598, -3.853, 0.678)  0.075
H (-1.888, -1.809, -0.528)  0.114
H (-3.611, -1.597, 0.029)  0.109
H (-2.877, -2.282, -2.759)  0.133
H (-3.155, -0.497, -2.196)  0.122
H (-5.243, -2.502, -1.949)  0.121
H (-5.543, -2.015, -4.092)  0.112
H (-4.707, -0.300, -3.834)  0.145
H (-7.207, -0.195, -4.234)  0.133
H (-6.571, 0.390, -2.610)  0.094
H (-9.519, -1.235, -1.833)  0.091
H (-9.222, -0.083, -3.210)  0.090
H (-8.451, 0.122, -1.553)  0.071
C (5.130, -2.577, -5.508)  -0.090
O (3.817, -3.085, -5.262)  -0.209
C (3.573, -4.382, -5.734)  -0.223
C (2.173, -4.679, -5.264)  -0.221
N (2.072, -4.662, -3.821)  -0.051
C (0.683, -4.650, -3.423)  -0.234
C (0.498, -4.467, -1.936)  -0.252
O (0.925, -3.187, -1.549)  -0.181
C (1.168, -3.110, -0.155)  -0.097
H (5.334, -1.930, -4.668)  0.081
H (5.309, -2.055, -6.455)  0.084
H (5.877, -3.397, -5.491)  0.089
H (4.338, -5.063, -5.455)  0.115
H (3.487, -4.195, -6.784)  0.116
H (1.816, -5.658, -5.588)  0.124
H (1.513, -3.909, -5.674)  0.115
H (2.538, -3.835, -3.493)  0.100
H (0.191, -5.606, -3.640)  0.117
H (0.148, -3.823, -3.960)  0.128
H (1.155, -5.296, -1.525)  0.127
H (-0.598, -4.572, -1.589)  0.142
H (0.217, -3.098, 0.426)  0.061
H (1.626, -2.139, 0.072)  0.079
H (1.811, -3.879, 0.182)  0.080
C (-6.242, 5.818, -4.257)  -0.125
O (-5.017, 5.683, -4.915)  -0.193
C (-4.970, 6.388, -6.145)  -0.239
C (-3.618, 6.305, -6.778)  -0.246
N (-3.114, 4.973, -6.957)  -0.029
C (-1.711, 5.040, -7.224)  -0.242
C (-1.080, 3.717, -7.602)  -0.216
O (-1.128, 2.879, -6.428)  -0.216
C (-0.690, 1.561, -6.896)  -0.079
H (-5.985, 5.339, -3.324)  0.075
H (-7.051, 5.218, -4.706)  0.095
H (-6.596, 6.841, -3.997)  0.099
H (-5.138, 7.443, -5.929)  0.122
H (-5.710, 6.039, -6.854)  0.122
H (-2.995, 7.034, -6.220)  0.126
H (-3.791, 6.766, -7.806)  0.143
H (-3.206, 4.514, -6.072)  0.083
H (-1.057, 5.543, -6.535)  0.115
H (-1.670, 5.641, -8.150)  0.128
H (-0.047, 3.902, -7.890)  0.117
H (-1.609, 3.214, -8.423)  0.124
H (0.368, 1.645, -7.177)  0.089
H (-1.286, 1.172, -7.698)  0.080
H (-0.771, 0.854, -6.113)  0.067
C (4.057, -0.528, 1.106)  -0.105
O (5.017, 0.492, 1.037)  -0.207
C (6.227, 0.128, 1.663)  -0.232
C (7.129, 1.380, 1.790)  -0.165
N (6.998, 2.174, 3.050)  -0.063
C (5.705, 2.872, 3.133)  -0.201
C (6.013, 4.227, 2.582)  -0.205
O (4.894, 5.167, 2.633)  -0.183
C (4.238, 5.246, 1.410)  -0.159
H (3.080, -0.109, 0.966)  0.056
H (4.113, -1.084, 2.009)  0.072
H (4.264, -1.168, 0.235)  0.097
H (6.849, -0.616, 1.074)  0.130
H (6.000, -0.361, 2.627)  0.119
H (6.888, 2.038, 0.962)  0.110
H (8.171, 1.071, 1.734)  0.107
H (7.242, 1.680, 3.858)  0.079
H (5.478, 3.107, 4.157)  0.113
H (4.912, 2.237, 2.694)  0.121
H (6.401, 4.157, 1.589)  0.095
H (6.818, 4.714, 3.188)  0.138
H (3.586, 4.324, 1.190)  0.106
H (4.927, 5.408, 0.591)  0.066
H (3.565, 6.097, 1.351)  0.079
C (3.856, -6.636, 7.691)  -0.144
O (3.750, -5.543, 6.827)  -0.176
C (2.966, -4.528, 7.446)  -0.242
C (2.939, -3.318, 6.580)  -0.239
N (2.075, -2.318, 7.096)  -0.054
C (2.723, -1.436, 8.088)  -0.191
C (3.512, -0.265, 7.507)  -0.230
O (2.710, 0.433, 6.579)  -0.219
C (1.949, 1.459, 7.169)  -0.100
H (2.880, -6.970, 7.999)  0.070
H (4.332, -6.441, 8.690)  0.097
H (4.389, -7.464, 7.203)  0.094
H (3.374, -4.311, 8.430)  0.114
H (1.952, -4.948, 7.576)  0.123
H (2.518, -3.669, 5.575)  0.124
H (3.993, -2.987, 6.446)  0.131
H (1.731, -1.693, 6.405)  0.075
H (3.413, -2.057, 8.722)  0.125
H (1.882, -1.111, 8.741)  0.117
H (4.421, -0.563, 6.948)  0.123
H (3.931, 0.396, 8.317)  0.132
H (2.615, 2.248, 7.526)  0.088
H (1.359, 1.065, 7.972)  0.071
H (1.270, 1.810, 6.333)  0.109
C (-6.916, 2.150, -0.015)  -0.124
O (-5.775, 2.463, -0.767)  -0.186
C (-4.705, 1.597, -0.463)  -0.220
C (-3.473, 2.187, -1.101)  -0.160
N (-3.673, 2.107, -2.581)  -0.045
C (-2.658, 2.645, -3.458)  -0.190
C (-2.086, 4.046, -3.127)  -0.223
O (-1.053, 3.849, -2.192)  -0.211
C (-0.680, 5.102, -1.642)  -0.101
H (-6.994, 1.097, 0.229)  0.083
H (-7.771, 2.496, -0.528)  0.073
H (-6.943, 2.597, 0.980)  0.086
H (-4.951, 0.601, -0.820)  0.099
H (-4.497, 1.586, 0.648)  0.136
H (-2.611, 1.659, -0.835)  0.081
H (-3.372, 3.235, -0.923)  0.104
H (-4.585, 2.506, -2.733)  0.093
H (-3.097, 2.558, -4.465)  0.119
H (-1.779, 2.007, -3.433)  0.089
H (-2.990, 4.601, -2.742)  0.139
H (-1.764, 4.403, -4.076)  0.095
H (0.336, 4.975, -1.242)  0.076
H (-1.434, 5.462, -0.919)  0.092
H (-0.569, 5.887, -2.444)  0.103
C (0.257, 4.016, 3.307)  -0.156
O (-0.770, 3.342, 3.925)  -0.198
C (-2.071, 3.948, 3.655)  -0.189
C (-3.216, 3.320, 4.412)  -0.223
N (-3.417, 1.960, 3.995)  -0.048
C (-4.140, 1.087, 4.887)  -0.227
C (-4.401, -0.261, 4.288)  -0.221
O (-3.180, -0.908, 4.045)  -0.205
C (-3.260, -2.135, 3.416)  -0.120
H (0.090, 4.114, 2.242)  0.073
H (1.155, 3.370, 3.312)  0.091
H (0.468, 4.954, 3.850)  0.100
H (-2.314, 3.897, 2.597)  0.120
H (-2.084, 4.986, 3.913)  0.110
H (-4.076, 3.939, 4.211)  0.114
H (-3.071, 3.370, 5.523)  0.132
H (-2.506, 1.507, 3.914)  0.103
H (-5.155, 1.489, 5.029)  0.125
H (-3.817, 1.049, 5.913)  0.113
H (-4.810, -0.096, 3.265)  0.133
H (-5.073, -0.878, 4.856)  0.117
H (-3.271, -2.055, 2.358)  0.061
H (-4.143, -2.708, 3.800)  0.109
H (-2.560, -2.838, 3.825)  0.072
C (0.889, -3.956, 3.212)  -0.102
O (0.478, -2.744, 2.639)  -0.222
C (0.519, -1.562, 3.448)  -0.192
C (-0.142, -0.379, 2.779)  -0.181
N (0.468, -0.168, 1.469)  -0.031
C (-0.145, 0.965, 0.777)  -0.185
C (0.349, 0.987, -0.649)  -0.202
O (-0.176, -0.081, -1.427)  -0.200
C (0.166, -0.067, -2.795)  -0.088
H (1.986, -3.921, 3.479)  0.098
H (0.723, -4.810, 2.538)  0.082
H (0.291, -4.162, 4.107)  0.077
H (1.466, -1.192, 3.709)  0.099
H (0.102, -1.875, 4.385)  0.108
H (0.173, 0.469, 3.455)  0.140
H (-1.219, -0.524, 2.776)  0.095
H (0.222, -1.002, 0.945)  0.067
H (0.191, 1.829, 1.318)  0.095
H (-1.235, 1.046, 0.986)  0.124
H (1.473, 0.968, -0.744)  0.135
H (0.022, 1.941, -1.062)  0.095
H (-0.357, -0.844, -3.294)  0.074
H (1.246, -0.285, -2.966)  0.105
H (-0.074, 0.902, -3.184)  0.043
C (1.598, 2.831, -4.782)  -0.080
O (2.199, 3.770, -3.900)  -0.179
C (2.626, 3.350, -2.651)  -0.243
C (3.790, 4.260, -2.295)  -0.197
N (4.779, 4.113, -3.377)  -0.055
C (5.981, 4.961, -3.307)  -0.180
C (7.067, 4.585, -4.379)  -0.236
O (8.101, 5.507, -4.299)  -0.210
C (9.280, 5.193, -5.022)  -0.094
H (0.620, 2.535, -4.427)  0.058
H (2.170, 1.938, -4.975)  0.089
H (1.426, 3.316, -5.755)  0.086
H (3.033, 2.354, -2.737)  0.119
H (1.915, 3.412, -1.827)  0.099
H (4.236, 3.782, -1.393)  0.117
H (3.544, 5.249, -1.973)  0.105
H (4.362, 4.232, -4.276)  0.091
H (6.364, 4.956, -2.318)  0.095
H (5.751, 6.043, -3.482)  0.124
H (6.584, 4.684, -5.378)  0.127
H (7.415, 3.575, -4.277)  0.105
H (10.066, 5.740, -4.525)  0.082
H (9.187, 5.419, -6.093)  0.088
H (9.403, 4.094, -4.880)  0.091

Output
E: -4427.7996 Eh
HOMO-LUMO gap: 8.794 eV
SMILES: COCCNCCOC.COCCNCCOC.COCCNCCOC.COCCNCCOC.COCCNCCOC.COCCNCCOC.COCCNCCOC.COCCNCCOC.COCCNCCOC.COCCNCCOC
multiplicity: 1
relative energy (zero: lowest compared OMol25 entry of this formula, charge and spin): 420.19 kJ/mol

---

Record 2
# C54H120N7O3

A cluster of 7 separate species, C54H120N7O3 in total (ωB97M-V/def2-TZVPD, the Open Molecules 2025 dataset).

Each line ends with the Löwdin charge.
CARTESIAN COORDINATES (ANGSTROEM)
N (-0.315, 1.108, 0.311)  -0.558
O (0.195, 0.672, -0.762)  -0.075
O (-0.819, 0.322, 1.162)  -0.066
O (-0.250, 2.317, 0.666)  -0.068
C (4.292, -4.087, -5.810)  -0.091
C (4.020, -3.197, -7.011)  -0.233
C (2.938, -2.113, -6.860)  -0.178
C (1.578, -2.679, -6.403)  -0.109
N (0.667, -1.570, -5.887)  -0.239
C (1.123, -1.029, -4.528)  -0.106
C (-0.100, -1.041, -3.604)  -0.133
C (-0.808, -2.289, -4.099)  -0.163
C (-0.738, -2.212, -5.602)  -0.057
C (0.489, -0.467, -6.917)  0.043
H (4.967, -4.881, -6.119)  0.091
H (3.430, -4.520, -5.303)  0.061
H (4.816, -3.456, -5.084)  0.066
H (3.820, -3.811, -7.891)  0.122
H (4.923, -2.635, -7.255)  0.119
H (2.722, -1.624, -7.811)  0.114
H (3.309, -1.303, -6.225)  0.103
H (1.690, -3.356, -5.557)  0.117
H (1.108, -3.215, -7.225)  0.148
H (1.618, -0.062, -4.621)  0.120
H (1.908, -1.707, -4.188)  0.127
H (-0.688, -0.156, -3.846)  0.117
H (0.179, -1.083, -2.555)  0.095
H (-1.853, -2.195, -3.797)  0.114
H (-0.441, -3.243, -3.724)  0.120
H (-1.515, -1.590, -6.039)  0.138
H (-0.713, -3.175, -6.102)  0.135
H (0.032, -1.012, -7.740)  0.125
H (1.443, -0.036, -7.197)  0.099
H (-0.182, 0.261, -6.471)  0.099
C (-0.369, 6.772, -8.550)  -0.087
C (-1.401, 6.166, -7.614)  -0.252
C (-0.805, 5.585, -6.328)  -0.198
C (-1.887, 5.048, -5.418)  -0.095
N (-1.329, 4.533, -4.065)  -0.269
C (-2.501, 4.259, -3.149)  -0.092
C (-1.927, 4.238, -1.721)  -0.138
C (-0.621, 5.038, -1.824)  -0.132
C (-0.563, 5.564, -3.252)  -0.087
C (-0.566, 3.259, -4.254)  0.023
H (0.344, 5.978, -8.796)  0.077
H (0.263, 7.582, -8.186)  0.084
H (-0.847, 7.122, -9.463)  0.088
H (-1.948, 5.354, -8.102)  0.119
H (-2.214, 6.861, -7.377)  0.119
H (-0.154, 6.249, -5.756)  0.117
H (-0.141, 4.783, -6.678)  0.117
H (-2.493, 4.216, -5.768)  0.142
H (-2.498, 5.892, -5.100)  0.139
H (-2.936, 3.290, -3.392)  0.139
H (-3.268, 5.018, -3.281)  0.143
H (-1.708, 3.225, -1.374)  0.091
H (-2.618, 4.587, -0.955)  0.110
H (0.260, 4.446, -1.587)  0.106
H (-0.648, 5.929, -1.196)  0.125
H (0.428, 5.607, -3.704)  0.129
H (-0.985, 6.553, -3.426)  0.150
H (-0.542, 2.776, -3.277)  0.095
H (0.458, 3.470, -4.552)  0.106
H (-1.106, 2.707, -5.017)  0.105
C (0.447, 3.077, 7.194)  -0.079
C (1.028, 3.471, 5.819)  -0.222
C (0.024, 3.149, 4.688)  -0.204
C (-1.319, 3.869, 4.793)  -0.103
N (-2.168, 3.801, 3.539)  -0.229
C (-3.531, 4.420, 3.863)  -0.096
C (-3.492, 5.849, 3.371)  -0.132
C (-2.424, 5.926, 2.268)  -0.124
C (-1.649, 4.585, 2.311)  -0.067
C (-2.462, 2.357, 3.200)  0.004
H (1.253, 3.288, 7.894)  0.087
H (0.215, 2.013, 7.145)  0.065
H (-0.432, 3.661, 7.459)  0.076
H (1.971, 2.932, 5.748)  0.106
H (1.186, 4.539, 5.651)  0.116
H (-0.153, 2.070, 4.690)  0.085
H (0.467, 3.385, 3.716)  0.100
H (-1.292, 4.926, 5.060)  0.157
H (-1.931, 3.309, 5.500)  0.128
H (-4.361, 3.899, 3.389)  0.138
H (-3.670, 4.300, 4.935)  0.136
H (-4.446, 6.193, 2.976)  0.126
H (-3.286, 6.560, 4.173)  0.126
H (-2.917, 6.062, 1.307)  0.105
H (-1.701, 6.731, 2.377)  0.119
H (-1.957, 4.004, 1.450)  0.092
H (-0.588, 4.794, 2.379)  0.126
H (-3.158, 1.979, 3.945)  0.107
H (-1.565, 1.745, 3.159)  0.067
H (-2.869, 2.320, 2.194)  0.106
C (-2.751, -3.350, -1.418)  -0.088
C (-2.009, -2.458, -0.425)  -0.246
C (-0.776, -3.123, 0.154)  -0.189
C (-1.049, -4.396, 1.026)  -0.082
N (0.066, -5.429, 0.847)  -0.269
C (0.007, -6.079, -0.516)  -0.086
C (0.828, -7.342, -0.336)  -0.125
C (0.449, -7.805, 1.082)  -0.130
C (-0.197, -6.608, 1.784)  -0.089
C (1.352, -4.822, 1.334)  0.040
H (-3.437, -2.852, -2.099)  0.081
H (-3.361, -4.020, -0.807)  0.078
H (-2.070, -3.983, -1.990)  0.061
H (-2.672, -2.135, 0.383)  0.114
H (-1.598, -1.510, -0.787)  0.084
H (-0.237, -2.416, 0.792)  0.100
H (-0.057, -3.329, -0.645)  0.099
H (-1.945, -4.894, 0.664)  0.121
H (-1.110, -4.155, 2.082)  0.107
H (0.118, -5.307, -1.274)  0.121
H (-1.053, -6.328, -0.628)  0.144
H (1.887, -7.113, -0.472)  0.120
H (0.655, -8.122, -1.074)  0.132
H (1.215, -8.333, 1.655)  0.131
H (-0.195, -8.685, 0.996)  0.131
H (0.180, -6.476, 2.794)  0.137
H (-1.280, -6.721, 1.800)  0.136
H (1.135, -4.418, 2.322)  0.105
H (1.696, -4.036, 0.671)  0.106
H (2.059, -5.629, 1.510)  0.118
C (-3.149, -5.386, 10.084)  -0.091
C (-3.116, -5.523, 8.552)  -0.232
C (-3.257, -4.117, 7.930)  -0.178
C (-2.689, -4.120, 6.498)  -0.123
N (-2.565, -2.738, 5.845)  -0.271
C (-1.905, -2.870, 4.474)  -0.105
C (-1.024, -1.635, 4.210)  -0.125
C (-0.950, -0.923, 5.582)  -0.134
C (-1.518, -1.930, 6.581)  -0.091
C (-3.926, -2.104, 5.780)  0.055
H (-2.771, -6.309, 10.516)  0.086
H (-4.172, -5.193, 10.405)  0.086
H (-2.541, -4.538, 10.401)  0.074
H (-3.991, -6.148, 8.382)  0.119
H (-2.170, -5.962, 8.237)  0.107
H (-2.946, -3.275, 8.549)  0.112
H (-4.331, -3.925, 7.831)  0.120
H (-3.290, -4.690, 5.783)  0.141
H (-1.733, -4.637, 6.390)  0.125
H (-2.775, -3.065, 3.843)  0.131
H (-1.308, -3.781, 4.476)  0.116
H (-1.432, -0.985, 3.435)  0.097
H (-0.051, -1.951, 3.842)  0.107
H (-1.373, 0.074, 5.689)  0.101
H (0.121, -0.804, 5.752)  0.120
H (-1.901, -1.461, 7.486)  0.140
H (-0.758, -2.626, 6.931)  0.148
H (-4.158, -1.774, 6.786)  0.116
H (-4.607, -2.797, 5.299)  0.121
H (-3.777, -1.237, 5.134)  0.108
C (2.245, 0.808, 2.827)  -0.094
C (3.544, 1.265, 2.128)  -0.223
C (3.347, 1.319, 0.618)  -0.206
C (4.526, 1.872, -0.184)  -0.107
N (4.410, 1.658, -1.671)  -0.246
C (4.219, 0.188, -2.004)  -0.117
C (5.002, -0.150, -3.272)  -0.146
C (6.228, 0.683, -3.031)  -0.145
C (5.740, 1.969, -2.377)  -0.057
C (3.269, 2.526, -2.155)  0.029
H (1.892, -0.141, 2.423)  0.069
H (1.450, 1.544, 2.703)  0.046
H (2.563, 0.684, 3.863)  0.079
H (4.156, 0.376, 2.329)  0.114
H (4.064, 2.132, 2.526)  0.124
H (2.492, 2.004, 0.521)  0.101
H (2.940, 0.402, 0.189)  0.106
H (5.365, 1.205, 0.032)  0.143
H (4.704, 2.920, 0.039)  0.152
H (3.170, -0.108, -2.033)  0.121
H (4.684, -0.397, -1.207)  0.141
H (4.368, 0.160, -4.106)  0.107
H (5.302, -1.194, -3.327)  0.127
H (6.774, 0.929, -3.944)  0.138
H (6.957, 0.182, -2.395)  0.136
H (5.557, 2.740, -3.121)  0.139
H (6.422, 2.270, -1.587)  0.138
H (3.238, 2.458, -3.243)  0.102
H (3.499, 3.562, -1.914)  0.117
H (2.348, 2.180, -1.692)  0.082

Output
E: -2736.6406 Eh
HOMO-LUMO gap: 9.277 eV
multiplicity: 1
relative energy (zero: lowest compared OMol25 entry of this formula, charge and spin): 76.26 kJ/mol
charge: +5